1.
{"formula": "C26H43MgO12", "method": "wB97M-V/def2-TZVPD", "symbols": ["Mg", "C", "C", "O", "H", "H", "H", "H", "H", "C", "C", "C", "O", "C", "H", "H", "H", "H", "H", "H", "H", "H", "O", "C", "O", "C", "C", "C", "H", "H", "H", "H", "H", "H", "O", "C", "O", "C", "C", "C", "H", "H", "H", "H", "H", "H", "O", "C", "O", "C", "C", "C", "H", "H", "H", "H", "H", "H", "O", "C", "O", "C", "C", "C", "H", "H", "H", "H", "H", "H", "O", "C", "O", "C", "C", "C", "H", "H", "H", "H", "H", "H"], "positions_angstrom": [[1.934, 1.636, 1.403], [0.398, -1.056, -1.083], [-0.120, 0.329, -0.620], [0.507, 0.726, 0.556], [0.483, -1.119, -2.170], [-0.361, -1.809, -0.858], [1.356, -1.307, -0.634], [-1.214, 0.394, -0.637], [0.081, 1.017, -1.455], [-2.374, -2.885, 3.969], [-2.422, -1.864, 2.865], [-1.010, -1.262, 2.961], [-0.816, -1.142, 4.381], [-1.662, -2.081, 5.074], [-1.796, -3.778, 3.696], [-3.273, -3.390, 4.327], [-3.138, -1.075, 3.116], [-2.707, -2.218, 1.875], [-0.905, -0.246, 2.589], [-0.258, -1.941, 2.541], [-2.438, -1.495, 5.569], [-1.059, -2.706, 5.728], [-0.911, -4.854, -2.016], [-1.403, -4.322, -2.972], [-0.897, -4.417, -4.201], [-1.499, -3.475, -5.098], [-2.853, -3.160, -4.494], [-2.664, -3.459, -3.010], [-1.591, -3.898, -6.097], [-0.847, -2.607, -5.215], [-3.635, -3.733, -4.992], [-3.142, -2.117, -4.629], [-3.464, -3.987, -2.493], [-2.536, -2.534, -2.445], [2.482, 0.071, 2.550], [2.498, -0.654, 3.547], [2.264, -0.205, 4.733], [2.372, -1.226, 5.718], [2.229, -2.527, 4.927], [2.823, -2.163, 3.569], [1.754, -1.197, 6.609], [3.406, -1.205, 6.082], [1.193, -2.854, 4.847], [2.767, -3.326, 5.437], [2.331, -2.620, 2.709], [3.880, -2.343, 3.372], [3.440, 2.835, -4.890], [3.709, 2.078, -4.009], [2.823, 1.107, -3.660], [3.372, 0.343, -2.586], [4.914, 0.498, -2.735], [4.988, 1.932, -3.276], [3.124, -0.715, -2.653], [2.985, 0.670, -1.614], [5.336, -0.301, -3.336], [5.404, 0.474, -1.760], [5.844, 2.080, -3.931], [5.086, 2.660, -2.470], [-1.155, 6.104, -2.448], [-0.806, 5.097, -3.004], [-0.865, 3.877, -2.450], [-0.325, 2.878, -3.327], [-0.301, 3.561, -4.717], [-0.092, 5.009, -4.317], [-1.000, 2.025, -3.268], [0.690, 2.534, -3.112], [-1.261, 3.400, -5.210], [0.474, 3.243, -5.413], [-0.416, 5.655, -5.127], [0.949, 5.235, -4.067], [-4.935, 2.003, 1.817], [-3.880, 2.161, 2.374], [-3.775, 2.314, 3.690], [-2.390, 2.296, 4.101], [-1.682, 2.671, 2.817], [-2.524, 2.092, 1.673], [-2.052, 1.329, 4.488], [-2.292, 3.042, 4.887], [-0.634, 2.356, 2.852], [-1.764, 3.762, 2.847], [-2.235, 1.074, 1.422], [-2.517, 2.704, 0.777]], "forces_ev_per_angstrom": [[-1.704, -2.290, -0.212], [-1.279, 0.046, -0.161], [0.948, 0.155, -1.769], [0.928, 1.278, 0.927], [0.193, 0.242, -0.012], [0.367, -0.278, 0.387], [-0.025, -0.011, 0.113], [-0.109, -0.381, 0.887], [0.419, 0.180, 0.276], [0.656, -1.140, 0.724], [-0.093, 0.630, -0.630], [-0.750, -0.137, 0.753], [0.492, -0.210, 0.215], [-0.563, -0.029, -1.054], [0.444, 0.376, -0.278], [-0.476, 0.790, -0.101], [-0.025, -0.005, 0.054], [0.224, -0.225, 0.042], [0.055, -0.184, -0.479], [0.015, 0.133, -0.201], [0.257, -0.115, 0.620], [-0.125, 0.137, 0.307], [-0.045, 0.036, -0.171], [-0.516, 0.375, 0.778], [0.680, -0.111, -0.743], [-0.059, 0.096, -0.367], [-0.706, 0.615, 0.038], [0.058, -0.142, 0.051], [0.116, -0.375, 0.157], [0.041, 0.041, 0.346], [0.042, -0.278, 0.292], [0.145, -0.002, -0.149], [-0.080, -0.112, -0.262], [0.336, -0.077, 0.062], [0.164, 0.965, -0.156], [0.683, -1.229, -0.411], [-0.799, 1.431, 0.148], [1.489, -2.135, 0.368], [0.370, -0.604, 0.369], [-1.095, 0.949, -0.587], [-0.660, 0.860, -0.514], [-0.074, 0.326, 0.025], [-0.036, 0.261, -0.173], [0.045, 0.018, -0.089], [-0.199, -0.013, 0.106], [0.161, 0.222, 0.540], [-0.086, 0.446, 0.103], [-0.543, 0.222, -1.391], [-0.061, -0.339, 0.821], [1.121, -0.899, 0.007], [-0.749, 0.794, 1.384], [1.116, -0.898, 0.118], [-0.456, 0.133, -0.388], [-0.003, 0.370, -0.069], [-0.011, 0.263, -0.396], [-0.016, -0.330, -0.017], [-0.188, 0.208, -0.167], [-0.198, 0.033, 0.015], [-0.184, -0.726, 0.129], [0.251, 1.815, -0.111], [0.209, -0.646, 0.674], [-0.169, -0.187, -1.460], [0.169, -0.433, 0.198], [-0.188, -0.447, -0.671], [0.062, -0.008, -0.083], [-0.032, 0.365, 0.685], [-0.052, 0.286, 0.019], [0.070, -0.412, 0.330], [-0.139, 0.491, 0.497], [0.094, -0.118, -0.271], [0.361, 0.358, 0.490], [-1.126, -1.280, -2.037], [0.353, -0.248, 1.016], [-0.272, -0.162, -0.176], [0.734, 0.655, 0.098], [0.313, 0.822, 1.519], [-0.540, -0.149, -0.055], [0.091, -0.038, -0.024], [0.013, 0.108, -0.153], [0.450, 0.000, -0.683], [-0.217, -0.103, 0.043], [-0.083, -0.024, -0.061]], "charge": 1, "energy_ha": -2119.2615, "orbital_gap_ha": 0.2247, "lumo_ev": -5.71, "relative_energy_ev": 0.000}



2.
{"formula": "C26H43N12O2P", "method": "wB97M-V/def2-TZVPD", "symbols": ["C", "C", "O", "N", "P", "C", "C", "O", "H", "H", "H", "H", "H", "H", "H", "H", "H", "H", "C", "C", "N", "H", "H", "H", "C", "C", "N", "H", "H", "H", "C", "C", "N", "H", "H", "H", "C", "C", "N", "H", "H", "H", "C", "C", "N", "H", "H", "H", "C", "C", "N", "H", "H", "H", "C", "C", "N", "H", "H", "H", "C", "C", "N", "H", "H", "H", "C", "C", "N", "H", "H", "H", "C", "C", "N", "H", "H", "H", "C", "C", "N", "H", "H", "H"], "positions_angstrom": [[3.514, -2.575, 2.310], [1.974, -2.410, 1.679], [1.754, -3.044, 0.525], [1.003, -1.531, 2.434], [0.761, 0.037, 1.602], [-0.316, -2.213, 2.719], [-1.263, -3.011, 1.646], [-0.775, -2.109, 3.998], [4.191, -3.197, 1.553], [3.523, -3.180, 3.318], [4.064, -1.526, 2.417], [-0.598, -0.318, 1.206], [0.908, 0.718, 2.880], [1.885, -0.327, 0.740], [0.623, 1.281, 0.869], [-0.936, -2.669, 0.551], [-1.167, -4.196, 1.700], [-2.412, -2.767, 1.720], [4.545, 2.450, 0.685], [3.761, 1.453, -0.062], [3.142, 0.665, -0.653], [4.873, 2.062, 1.656], [5.445, 2.751, 0.137], [3.965, 3.359, 0.879], [-2.418, 1.714, -0.483], [-1.178, 2.506, -0.412], [-0.199, 3.131, -0.356], [-3.117, 1.986, 0.315], [-2.939, 1.863, -1.435], [-2.219, 0.641, -0.387], [-4.652, -0.238, -4.287], [-4.240, 1.062, -3.733], [-3.915, 2.090, -3.296], [-5.259, -0.808, -3.574], [-5.249, -0.120, -5.197], [-3.788, -0.860, -4.545], [4.931, -1.568, -2.343], [6.183, -1.525, -3.117], [7.172, -1.491, -3.729], [4.395, -0.614, -2.388], [4.250, -2.339, -2.717], [5.117, -1.785, -1.286], [0.083, -2.684, -2.497], [-1.264, -2.113, -2.670], [-2.328, -1.662, -2.807], [0.041, -3.714, -2.129], [0.640, -2.699, -3.440], [0.677, -2.108, -1.780], [8.592, -1.453, 0.069], [7.827, -0.404, 0.763], [7.221, 0.425, 1.311], [8.534, -2.411, 0.596], [8.221, -1.620, -0.948], [9.653, -1.192, -0.013], [5.598, 3.118, 4.874], [4.814, 2.120, 4.127], [4.195, 1.333, 3.536], [5.926, 2.730, 5.845], [6.497, 3.419, 4.326], [5.018, 4.026, 5.068], [-5.446, -4.137, -2.235], [-6.400, -3.229, -2.893], [-7.155, -2.511, -3.413], [-4.706, -4.527, -2.942], [-4.894, -3.632, -1.435], [-5.951, -4.998, -1.786], [-2.103, 1.670, 5.595], [-1.651, 0.378, 5.053], [-1.295, -0.644, 4.624], [-2.030, 1.698, 6.687], [-1.503, 2.502, 5.209], [-3.146, 1.876, 5.334], [-9.265, 0.458, -4.704], [-8.013, 0.500, -5.479], [-7.024, 0.534, -6.091], [-9.801, 1.412, -4.749], [-9.946, -0.314, -5.078], [-9.079, 0.240, -3.647], [-2.486, 5.315, 0.473], [-2.973, 6.525, 1.157], [-3.357, 7.481, 1.697], [-3.171, 4.995, -0.320], [-1.508, 5.478, 0.009], [-2.380, 4.474, 1.166]], "forces_ev_per_angstrom": [[0.308, -0.001, -0.787], [0.498, -2.644, -3.537], [0.614, 3.655, 6.377], [-0.375, -4.141, -0.934], [0.331, 1.351, -0.992], [-2.282, -1.044, 4.933], [0.290, 0.698, -1.382], [5.558, -7.419, -9.201], [-1.816, 1.278, 1.432], [-0.307, 1.514, -1.846], [-1.533, -2.108, 0.079], [0.708, 0.045, 0.380], [-0.150, -0.405, -0.873], [-0.834, 0.408, 0.707], [0.146, -0.267, 0.479], [-0.645, -0.925, 2.269], [0.108, 2.669, 0.124], [2.347, -0.256, 0.307], [0.208, 0.237, 0.046], [-0.510, -0.664, -0.605], [1.226, 1.343, 0.740], [-0.195, -0.155, -0.587], [-0.235, -0.243, -0.125], [-0.164, -0.277, -0.189], [-0.103, -0.140, 0.050], [0.984, 0.679, -0.076], [-1.700, -0.829, -0.181], [0.269, 0.107, -0.018], [0.311, 0.142, 0.133], [0.193, 0.220, -0.017], [0.063, -0.216, -0.294], [0.312, 0.848, 0.311], [-0.592, -1.564, -0.742], [0.173, 0.328, -0.026], [0.183, 0.279, 0.354], [-0.052, 0.382, 0.268], [-0.187, 0.032, 0.025], [1.016, -0.005, -0.660], [-1.524, -0.056, 1.050], [0.261, -0.132, -0.032], [0.293, 0.068, -0.072], [0.125, 0.076, -0.217], [0.237, -0.059, 0.010], [-1.050, 0.455, -0.156], [1.763, -0.827, 0.396], [-0.202, 0.244, -0.001], [-0.317, 0.120, 0.040], [-0.269, -0.016, -0.020], [0.111, -0.196, -0.115], [-0.670, 0.911, 0.604], [0.981, -1.343, -0.906], [-0.125, 0.289, 0.079], [-0.073, 0.217, 0.165], [-0.261, 0.155, 0.113], [0.126, 0.171, 0.113], [-0.714, -0.945, -0.472], [0.968, 1.262, 1.237], [-0.171, -0.136, -0.247], [-0.222, -0.222, -0.083], [-0.077, -0.276, -0.149], [0.168, -0.169, 0.118], [-0.856, 0.758, -0.570], [1.208, -1.178, 0.895], [-0.236, 0.232, -0.030], [-0.197, 0.125, -0.229], [-0.126, 0.255, -0.170], [-0.059, 0.274, 0.113], [0.234, -0.398, -0.154], [-3.490, 8.054, 3.205], [0.071, -0.217, -0.215], [0.020, -0.292, -0.045], [0.190, -0.241, -0.057], [-0.207, 0.011, 0.150], [1.087, 0.022, -0.701], [-1.960, 0.032, 0.893], [0.287, -0.086, -0.147], [0.320, 0.077, -0.081], [0.224, -0.016, -0.274], [0.060, -0.068, -0.097], [-0.488, 1.073, 0.605], [0.644, -1.589, -0.872], [-0.004, 0.236, 0.159], [-0.208, 0.098, 0.194], [-0.032, 0.335, 0.031]], "energy_ha": -2164.9707, "orbital_gap_ha": 0.2863, "lumo_ev": 0.23}



3.
{"formula": "C26H43N2OPdSSiTe", "method": "wB97M-V/def2-TZVPD", "symbols": ["Pd", "C", "C", "C", "O", "H", "H", "H", "H", "H", "H", "H", "Te", "C", "C", "C", "C", "S", "H", "H", "H", "C", "C", "C", "C", "Si", "C", "C", "C", "C", "C", "C", "C", "C", "H", "H", "H", "H", "H", "H", "H", "H", "H", "H", "H", "H", "H", "H", "H", "H", "H", "H", "H", "H", "H", "H", "H", "H", "H", "H", "H", "N", "C", "N", "C", "C", "C", "C", "C", "C", "H", "H", "H", "H", "H", "H"], "positions_angstrom": [[-0.039, -0.643, -0.828], [-1.010, -3.731, -3.621], [-0.854, -3.511, -2.098], [-1.592, -4.634, -1.336], [-1.276, -2.283, -1.712], [-0.671, -4.726, -3.903], [-0.413, -2.995, -4.154], [-2.051, -3.612, -3.907], [0.232, -3.660, -1.879], [-2.662, -4.551, -1.512], [-1.410, -4.527, -0.271], [-1.252, -5.617, -1.655], [1.912, -1.532, -2.278], [3.753, -0.528, -2.450], [4.135, 0.767, -2.276], [5.487, 1.020, -2.601], [6.143, -0.091, -3.016], [5.095, -1.467, -3.018], [3.468, 1.529, -1.905], [5.950, 1.993, -2.541], [7.168, -0.213, -3.313], [-1.372, 2.472, 1.575], [-0.106, 1.716, 1.973], [1.033, 2.337, 1.164], [0.149, 1.948, 3.460], [-0.254, -0.214, 1.457], [1.192, -1.300, 2.341], [0.997, -1.548, 3.835], [1.327, -2.667, 1.656], [2.517, -0.574, 2.114], [-2.055, -0.910, 1.946], [-2.542, -0.541, 3.346], [-2.030, -2.429, 1.805], [-3.054, -0.415, 0.901], [-1.239, 3.548, 1.719], [-2.224, 2.163, 2.173], [-1.593, 2.299, 0.524], [1.027, 3.427, 1.248], [0.920, 2.073, 0.112], [2.003, 1.985, 1.497], [0.232, 3.017, 3.676], [1.075, 1.474, 3.773], [-0.662, 1.546, 4.062], [0.076, -2.096, 4.016], [0.955, -0.619, 4.397], [1.822, -2.147, 4.228], [0.617, -3.385, 2.055], [2.328, -3.070, 1.824], [1.163, -2.585, 0.577], [2.558, 0.362, 2.664], [2.648, -0.362, 1.053], [3.362, -1.183, 2.442], [-1.800, -0.806, 4.096], [-3.468, -1.075, 3.576], [-2.740, 0.527, 3.424], [-1.478, -2.896, 2.615], [-1.567, -2.682, 0.852], [-3.046, -2.828, 1.817], [-3.155, 0.666, 0.896], [-4.044, -0.840, 1.087], [-2.720, -0.745, -0.083], [-2.978, 2.552, -2.322], [-2.544, 1.272, -2.103], [-1.248, 1.171, -2.099], [-0.771, 2.437, -2.340], [0.532, 2.901, -2.475], [0.715, 4.244, -2.742], [-0.370, 5.115, -2.871], [-1.676, 4.679, -2.739], [-1.860, 3.329, -2.482], [-3.930, 2.871, -2.309], [-3.210, 0.442, -1.960], [1.357, 2.212, -2.372], [1.716, 4.637, -2.868], [-0.182, 6.158, -3.085], [-2.515, 5.354, -2.850]], "forces_ev_per_angstrom": [[-1.271, 0.359, 0.017], [0.151, 0.202, 0.487], [0.385, -1.003, -0.058], [0.250, 0.318, -0.211], [-0.369, 1.199, 0.387], [0.060, -0.188, -0.097], [0.034, 0.106, -0.094], [-0.241, 0.030, -0.033], [-0.247, -0.121, -0.056], [-0.226, 0.025, -0.037], [0.004, -0.040, 0.163], [0.043, -0.222, -0.032], [0.736, -0.069, 0.071], [0.016, -0.449, -0.159], [-0.287, 0.112, 0.160], [0.347, 0.126, -0.062], [-0.034, -0.613, -0.130], [0.017, 0.616, 0.179], [-0.138, 0.059, 0.028], [0.049, 0.075, 0.063], [0.170, 0.152, -0.054], [-0.021, -0.228, 0.015], [0.056, -0.357, -0.377], [0.034, -0.188, -0.114], [-0.014, -0.280, -0.116], [0.557, -0.549, 0.388], [-0.334, 0.235, -0.292], [-0.174, 0.191, -0.151], [-0.341, 0.072, -0.264], [-0.158, 0.206, -0.111], [0.345, 0.206, -0.248], [0.292, 0.154, -0.162], [0.336, 0.127, -0.062], [0.162, 0.073, -0.131], [0.086, 0.095, 0.026], [-0.195, -0.008, 0.005], [-0.154, 0.062, -0.191], [-0.067, 0.135, 0.053], [0.119, 0.076, -0.083], [0.172, -0.048, -0.049], [-0.011, 0.135, -0.044], [0.118, -0.016, 0.133], [-0.102, -0.049, 0.199], [-0.112, -0.103, 0.117], [0.004, 0.129, 0.193], [0.116, -0.054, 0.028], [-0.175, -0.128, 0.016], [0.127, -0.024, 0.015], [0.167, -0.152, 0.112], [0.082, 0.186, 0.087], [0.129, 0.039, -0.092], [0.047, -0.163, 0.070], [0.008, -0.022, 0.203], [-0.089, -0.049, -0.010], [-0.048, 0.107, 0.121], [0.118, -0.141, 0.107], [-0.072, -0.236, -0.072], [-0.146, -0.036, -0.007], [-0.037, 0.178, -0.032], [-0.142, -0.122, 0.059], [-0.118, -0.077, -0.132], [-0.246, -0.259, 0.020], [0.172, 0.100, 0.031], [-0.117, -0.418, 0.365], [-0.428, 0.724, -0.163], [0.043, -0.053, 0.035], [0.130, -0.097, -0.017], [-0.173, 0.159, -0.008], [-0.044, 0.104, -0.064], [0.721, -0.080, 0.045], [0.016, -0.092, -0.043], [-0.171, -0.123, 0.057], [0.067, -0.074, -0.036], [0.001, -0.042, 0.036], [-0.007, 0.048, 0.002], [0.019, 0.050, 0.004]], "charge": -1, "energy_ha": -2284.8664, "orbital_gap_ha": [0.2171, 0.2095], "lumo_ev": [2.29, 2.14], "relative_energy_ev": 1.375}